This record from the OMol25 dataset describes 2 unconnected molecules or ions with the total composition C2O6S at a distorted geometry. The level of theory is ωB97M-V/def2-TZVPD.

Properties
* Kohn-Sham gap (alpha / beta): 7.30 / 6.32 eV
* spin multiplicity: 1
* highest occupied orbital energy (alpha / beta): -0.74 / -0.13 eV
* charge: -2
* energy: -925.81276 hartree

Each atom is followed by the atoms it is bonded to, with distances in Å.
Positions of all 9 atoms, in Å:
1 C -2.2287 -0.3605 -0.0749  C2 1.614, O3 1.224, O5 1.238
2 C -0.9778 0.6545 0.0209  C1 1.614, O6 1.199
3 O -2.4960 -0.9500 0.9644  C1 1.224
4 O 2.7131 1.1384 -0.4318  S9 1.476
5 O -2.8296 -0.3819 -1.1568  C1 1.238
6 O -1.1593 1.7725 0.4134  C2 1.199
7 O 2.5313 -0.5045 1.3544  S9 1.498
8 O 2.3569 -1.2303 -1.0600  S9 1.525
9 S 2.0900 -0.1383 -0.0296  O4 1.476, O7 1.498, O8 1.525